Record 1
C22H41As2N3OS2Ti as an isolated structure. Source: the OMol25 dataset; level of theory: ωB97M-V with the def2-TZVPD basis set.

```
72
Properties=species:S:1:pos:R:3:forces:R:3:lowdin_spin:R:1
Ti 0.7648 0.0691 0.0328 -0.634 0.316 -0.348 1.71
C -1.5050 -3.1078 1.1964 -0.507 -0.628 -0.374 0.00
As -1.5747 -1.6348 -0.0774 0.331 -0.494 -0.505 0.03
C -3.3255 -0.8279 0.1866 0.098 -0.222 -0.320 0.01
C -2.0631 -2.5470 -1.8131 -0.067 0.010 1.555 0.00
C -2.8685 -3.6885 -1.8324 -0.021 0.290 -0.503 0.00
C -3.2687 -4.2313 -3.0560 0.100 0.013 0.658 0.00
C -2.8656 -3.6166 -4.2357 0.264 0.036 -0.112 0.00
C -2.0468 -2.4763 -4.2035 -0.386 -0.550 -0.374 0.00
C -1.6476 -1.9389 -2.9796 0.460 0.071 -0.625 0.00
As -0.4747 -0.3719 -2.8064 0.373 0.032 0.460 0.02
C 0.9540 -0.7862 -4.0748 0.209 -0.209 0.070 0.00
C -1.6645 0.8905 -3.6803 -0.002 0.892 -0.136 0.01
H -2.4348 -3.6833 1.3343 0.253 0.297 -0.146 0.00
H -1.1790 -2.7301 2.1486 0.077 0.303 0.416 0.00
H -0.7208 -3.7703 0.8314 0.002 -0.026 -0.073 0.00
H -4.1072 -1.5736 0.2010 -0.222 -0.243 0.009 0.00
H -3.4736 -0.1892 -0.6847 -0.093 0.174 0.180 0.00
H -3.3410 -0.2654 1.1037 -0.024 0.378 0.291 0.00
H -3.2093 -4.1318 -0.9074 0.048 -0.102 0.075 0.00
H -3.8776 -5.1424 -3.0488 0.202 0.412 -0.198 0.00
H -3.1694 -4.0769 -5.1748 0.123 0.300 0.055 0.00
H -1.7279 -2.0404 -5.1601 -0.096 -0.079 0.487 0.00
H 0.5982 -1.1071 -5.0400 -0.239 -0.105 -0.400 0.00
H 1.5576 -1.5979 -3.6454 -0.235 0.218 0.020 0.00
H 1.6268 0.0589 -4.2124 -0.143 0.173 0.183 0.00
H -2.0737 0.5741 -4.6388 -0.052 -0.310 0.076 0.00
H -1.0950 1.8138 -3.8854 -0.293 -0.242 0.359 0.00
H -2.4930 1.1029 -2.9674 0.582 -0.070 -0.529 0.00
C 5.0575 0.3833 -1.8830 -0.265 -0.439 0.089 0.00
C 3.6803 0.7612 -1.3785 0.196 -1.208 0.261 0.02
S 3.1017 -0.5250 -0.2172 0.127 0.898 -0.385 0.01
C 2.9758 1.8428 -1.7211 0.372 0.325 -0.604 0.01
C 3.5179 2.8412 -2.7505 -1.060 -0.057 0.544 0.00
S 1.4123 2.2534 -1.0288 0.097 -0.282 -0.086 0.02
H 5.0431 -0.6813 -2.2009 0.049 0.627 -0.029 0.00
H 5.7452 0.4100 -1.0254 0.083 0.163 -0.319 0.00
H 5.4124 1.0166 -2.7029 0.078 -0.162 0.277 0.00
H 4.2355 2.4282 -3.4237 0.405 -0.446 -0.499 0.00
H 3.9994 3.6712 -2.2637 0.208 0.492 0.379 0.00
H 2.6881 3.2650 -3.3287 0.125 -0.158 0.070 0.00
C 0.2042 -1.0979 4.6964 1.160 1.170 0.151 0.00
N 1.5729 -0.7756 4.1756 -0.624 0.160 0.404 0.01
C 2.6297 -0.5132 5.1191 0.409 0.336 0.454 0.00
C 1.8011 -0.6452 2.8555 -0.622 -0.200 0.864 0.01
O 0.8662 -0.7883 2.0736 -0.172 0.005 -1.051 0.02
H 0.2338 -2.0122 5.2616 0.160 -0.416 0.322 0.00
H -0.4489 -1.2378 3.8578 -0.292 0.136 -0.333 0.00
H -0.1619 -0.2775 5.3666 0.346 -0.594 -0.658 0.00
H 2.3819 0.2390 5.9006 -0.155 -0.315 -0.683 0.00
H 3.5063 -0.1650 4.5728 -0.046 0.091 0.047 0.00
H 2.9287 -1.4117 5.6402 0.003 -0.399 0.215 0.00
H 2.8240 -0.4314 2.5080 -0.178 0.082 0.190 0.00
N 1.4530 -3.4337 -1.0463 -0.338 -0.596 -0.039 0.01
H 1.9435 -4.2761 -0.7428 -0.067 0.376 -0.038 0.00
H 1.9729 -2.6149 -0.7558 0.320 0.073 -0.008 0.01
H 1.4653 -3.4458 -2.0606 -0.025 0.014 0.044 0.00
C -1.3566 3.2278 3.9263 -0.984 0.840 -0.767 0.00
C -1.3792 3.6289 2.4244 0.242 -0.084 0.350 0.01
C -0.4259 4.8198 2.1352 0.106 -0.202 -0.623 0.00
C -2.8258 3.8524 1.9258 0.504 0.981 0.284 0.00
C -0.8597 2.4701 1.7104 0.923 -1.133 -1.372 0.06
N -0.3947 1.6145 1.0814 -1.047 0.573 1.085 0.03
H -1.6657 4.1051 4.5120 0.050 -0.346 0.005 0.00
H -0.3709 2.9255 4.2098 0.583 -0.220 0.294 0.00
H -2.0717 2.4121 4.0525 0.140 0.035 0.305 0.00
H -0.6618 5.7034 2.7074 -0.355 0.149 0.456 0.00
H -0.4711 5.1262 1.0827 -0.071 -0.270 0.122 0.00
H 0.6258 4.5744 2.3272 -0.292 -0.172 0.066 0.00
H -3.2247 4.6872 2.5333 -0.029 -0.246 -0.523 0.00
H -3.4519 2.9813 2.1131 0.072 -0.058 -0.162 0.00
H -2.8023 4.1184 0.8499 -0.244 -0.156 0.651 0.00
```
Positions in Å, forces in eV/Å.

The spin multiplicity is 3. Its highest occupied orbital energy (alpha / beta) is -5.304 / -5.798 eV. For the frontier orbital gap (alpha / beta), the calculation gives 5.58 / 6.07 eV. Its energy above the lowest of the compared OMol25 structures with the same formula, charge and spin is 0.0 kcal/mol. For the calculated total energy, the calculation gives -196460.439 eV.



Record 2
C16H55FI3NO15S as an isolated structure. Source: the OMol25 dataset; level of theory: ωB97M-V with the def2-TZVPD basis set.

```
92
Properties=species:S:1:pos:R:3:forces:R:3:mulliken_charge:R:1
C -1.1579 2.6223 -2.0666 0.616 -1.188 0.126 -1.14
C -0.3115 1.4550 -1.3890 0.142 0.501 1.431 0.04
I 0.0828 -0.2554 -2.6731 -0.311 1.173 0.850 0.05
C 0.1389 1.4650 -0.0751 -0.818 0.227 -2.355 0.31
I -0.4072 3.2583 1.0919 -0.403 -0.017 -1.655 -0.04
N 0.9090 0.3681 0.5890 0.416 2.303 0.518 -0.34
I 1.2130 1.0513 2.5503 0.715 -1.872 1.520 0.21
S 2.5181 0.1934 -0.0559 2.554 -2.764 -5.472 1.10
O 2.8783 1.1698 -1.1101 -0.935 -1.176 3.485 -0.52
O 2.5986 -1.2056 -0.5919 -0.260 3.297 2.654 -0.58
F 3.7025 0.2499 1.1380 -2.026 0.164 -1.584 -0.21
H -0.7919 3.6467 -1.7855 -0.319 -1.207 -0.089 0.41
H -2.2350 2.4972 -1.7563 1.163 0.121 -0.438 0.38
H -1.0417 2.5218 -3.1853 -0.368 0.024 1.420 0.30
C 1.9194 -5.2462 -0.6451 0.016 0.326 0.027 -0.58
O 2.9518 -4.2715 -0.6815 -0.175 0.040 -0.047 -0.43
H 2.3665 -6.2343 -0.7509 0.035 0.097 0.002 0.24
H 1.3895 -5.1903 0.3095 -0.126 -0.178 -0.052 0.27
H 1.2197 -5.0768 -1.4680 -0.115 -0.184 0.047 0.23
H 2.5311 -3.4059 -0.5857 0.245 -0.008 -0.032 0.32
C -3.1787 -2.1172 -1.5374 -0.238 -0.021 0.421 -0.53
O -3.1567 -0.6938 -1.5382 0.084 0.279 -0.039 -0.33
H -2.4269 -2.4808 -2.2381 -0.016 0.140 0.016 0.23
H -2.9489 -2.4884 -0.5348 0.063 -0.174 -0.066 0.27
H -4.1611 -2.4681 -1.8479 0.175 -0.196 0.058 0.13
H -3.8278 -0.3994 -0.9136 0.047 -0.003 -0.106 0.20
C 5.9552 -3.9593 0.5139 -0.250 0.129 -0.104 -0.26
O 5.9535 -2.7529 1.2698 0.124 0.176 0.130 -0.50
H 6.4310 -4.7441 1.1026 0.048 0.166 0.060 0.25
H 4.9281 -4.2499 0.2864 0.193 -0.155 -0.119 0.12
H 6.5169 -3.8111 -0.4131 0.005 -0.205 -0.052 0.18
H 5.5284 -2.0791 0.7274 -0.043 -0.088 0.118 0.23
C -3.7326 2.7385 3.4893 0.403 -0.157 -0.145 -0.61
O -3.9865 2.7309 2.0874 -0.225 0.008 -0.161 -0.41
H -4.6303 3.0783 4.0059 0.014 -0.023 -0.109 0.24
H -3.4849 1.7285 3.8227 -0.064 0.093 0.232 0.34
H -2.9077 3.4186 3.7136 -0.063 -0.014 0.236 0.28
H -3.1811 2.4270 1.6527 -0.097 0.071 0.000 0.17
C 0.2781 5.4186 -4.8864 0.305 -0.091 0.152 -0.62
O 0.1487 4.4019 -3.8990 0.013 0.218 -0.187 -0.38
H -0.7009 5.6050 -5.3271 0.038 -0.073 0.076 0.20
H 0.6469 6.3386 -4.4261 -0.038 0.101 -0.188 0.28
H 0.9684 5.0918 -5.6678 -0.061 0.176 -0.115 0.26
H 1.0250 4.2550 -3.5247 -0.131 -0.094 0.017 0.25
C 4.2747 2.8896 5.1486 0.012 -0.192 0.172 -0.53
O 2.9381 2.5582 5.5082 -0.220 -0.076 -0.119 -0.49
H 4.2489 3.5754 4.3026 -0.105 -0.052 0.070 0.21
H 4.7758 3.3739 5.9901 0.145 0.036 -0.124 0.28
H 4.8178 1.9852 4.8632 0.164 0.121 -0.054 0.25
H 2.9861 1.9530 6.2558 -0.087 0.071 -0.072 0.29
C 8.7653 -0.9712 2.5067 -0.248 0.252 -0.152 -0.34
O 8.7648 0.2342 3.2650 0.095 0.118 0.159 -0.52
H 9.2412 -1.7553 3.0944 -0.018 0.136 0.035 0.22
H 7.7391 -1.2652 2.2770 0.125 -0.244 -0.090 0.13
H 9.3267 -0.8235 1.5799 0.007 -0.214 -0.043 0.24
H 8.3408 0.9094 2.7261 0.047 -0.048 0.106 0.29
C -2.9625 6.5213 4.1026 0.003 -0.100 -0.271 -0.57
O -1.8709 5.6513 3.8329 0.179 -0.071 -0.085 -0.45
H -2.9436 6.7876 5.1586 0.093 -0.082 -0.069 0.23
H -2.8720 7.4287 3.5002 -0.167 0.080 0.102 0.27
H -3.9048 6.0162 3.8745 -0.105 0.154 0.069 0.26
H -1.9091 5.4305 2.8938 -0.014 0.062 0.204 0.22
C -6.0487 -1.7071 -4.4040 0.299 0.100 -0.115 -0.56
O -4.8031 -2.2649 -4.0087 -0.149 -0.112 -0.223 -0.44
H -6.8488 -2.2427 -3.8942 0.121 -0.018 0.006 0.22
H -6.0872 -0.6506 -4.1255 -0.193 0.013 -0.055 0.23
H -6.1768 -1.8113 -5.4847 -0.220 0.078 0.012 0.27
H -4.1129 -1.7765 -4.4702 0.007 -0.050 0.165 0.27
C 9.0002 -5.7959 -1.5044 -0.268 0.089 -0.191 -0.35
O 8.5845 -6.4209 -2.7116 0.037 -0.091 -0.077 -0.52
H 9.8618 -6.3335 -1.1104 -0.070 -0.018 -0.112 0.26
H 9.2811 -4.7586 -1.7048 0.073 0.030 0.237 0.22
H 8.1882 -5.8285 -0.7736 0.149 0.099 0.164 0.09
H 7.8242 -5.9299 -3.0400 0.074 -0.110 -0.016 0.30
C -5.8087 -5.0818 -0.8884 -0.161 0.041 0.205 -0.59
O -5.6696 -3.9577 -0.0288 0.032 0.124 0.060 -0.43
H -5.0121 -5.0540 -1.6311 -0.036 0.097 0.085 0.20
H -5.7292 -6.0050 -0.3085 -0.005 -0.112 -0.177 0.30
H -6.7761 -5.0441 -1.3959 0.058 -0.168 -0.126 0.28
H -6.3821 -4.0027 0.6172 0.107 0.060 -0.037 0.26
C -4.8178 4.1358 -3.8101 0.282 0.095 -0.097 -0.63
O -3.5712 3.5810 -3.4106 -0.131 0.037 -0.052 -0.38
H -5.6179 3.5952 -3.3059 0.125 -0.012 0.007 0.22
H -4.8627 5.1909 -3.5279 -0.213 0.010 -0.064 0.27
H -4.9404 4.0343 -4.8916 -0.206 0.076 0.011 0.27
H -2.8795 4.0730 -3.8674 0.038 -0.126 0.123 0.22
C -5.4065 -1.1986 3.2735 -0.093 0.294 -0.093 -0.47
O -5.4378 0.0071 4.0249 -0.036 -0.029 0.088 -0.51
H -4.9432 -1.9761 3.8796 -0.022 0.117 0.019 0.28
H -6.4246 -1.5018 3.0148 0.066 -0.189 -0.093 0.25
H -4.8194 -1.0537 2.3626 -0.020 -0.220 -0.057 0.16
H -5.8501 0.6779 3.4694 0.114 0.002 0.086 0.29
```
Positions in Å, forces in eV/Å.

Its highest occupied orbital energy is -8.908 eV. For the frontier orbital gap, the calculation gives 7.40 eV. For the calculated total energy, the calculation gives -87530.269 eV.



Record 3
C30H36BF6N6NaO9S2 as an isolated structure. Source: the OMol25 dataset; level of theory: ωB97M-V with the def2-TZVPD basis set.

```
91
Properties=species:S:1:pos:R:3:forces:R:3:mulliken_charge:R:1
Na 0.4707 -1.6900 0.1540 0.386 1.757 -1.585 1.08
F -4.2438 -3.2590 3.2308 -0.234 0.000 0.217 -0.26
C -2.9980 -3.6764 3.4784 0.598 0.157 -0.629 0.53
F -3.0288 -4.9418 3.8895 -0.180 -0.056 0.256 -0.23
F -2.4468 -2.9043 4.4124 -0.217 -0.065 0.248 -0.21
S -1.4809 -3.3409 1.2707 -0.008 -0.541 0.261 0.15
O -1.0962 -1.9012 1.3840 -1.198 -0.093 0.948 -0.21
O -1.3080 -3.7904 -0.1507 -0.274 0.182 -0.173 -0.76
N -0.2952 -4.1716 2.1627 0.372 -0.008 -0.429 -0.54
S 1.0719 -4.3934 1.4655 -0.028 0.107 0.091 1.00
O 1.4618 -3.3905 0.4747 0.670 -1.440 0.590 -0.73
O 2.1131 -4.8057 2.3734 -0.154 0.078 0.266 -0.74
C 0.9384 -5.9318 0.4221 -0.002 0.137 0.115 0.56
F 0.1134 -6.8099 1.0074 -0.045 -0.226 -0.032 -0.26
F 2.1488 -6.5098 0.3307 0.112 -0.193 -0.074 -0.26
F 0.5169 -5.7338 -0.8237 -0.079 -0.003 -0.149 -0.17
C 1.2524 -3.2707 -2.7223 -0.121 0.188 0.024 -0.64
O 0.1159 -2.5276 -2.2912 0.301 -0.253 0.107 -0.05
H 0.9593 -4.1569 -3.2953 -0.028 -0.042 -0.020 0.26
H 1.8821 -3.5824 -1.8890 -0.015 0.016 0.047 0.10
H 1.8380 -2.6118 -3.3643 0.008 0.014 -0.007 0.21
H -0.3679 -3.0339 -1.6060 0.009 -0.137 -0.108 0.26
C 4.9045 1.8141 0.3482 -0.002 -0.039 0.098 -1.17
O 3.9486 2.2010 -0.6108 0.179 0.383 0.108 -0.45
C 2.7965 2.7687 -0.1755 0.006 -0.071 0.190 1.11
C 2.6412 3.3221 1.0860 -0.035 0.046 -0.058 -0.70
C 1.4652 3.9860 1.4430 0.042 -0.027 -0.071 -0.59
C 0.4431 4.0803 0.5167 0.030 -0.073 -0.072 -0.85
C 0.5736 3.4635 -0.7236 -0.091 0.095 -0.047 -0.60
C 1.7308 2.7822 -1.0977 -0.063 0.032 -0.064 0.53
N 1.8079 2.2337 -2.3674 0.289 -0.322 0.097 -0.03
C 2.6244 1.2048 -2.8766 -0.179 0.016 0.337 -1.50
C 3.2863 0.1707 -2.1669 -0.208 0.074 -0.323 1.28
C 4.4122 -0.4257 -2.7782 0.066 -0.038 0.003 -1.05
C 5.1849 -1.3906 -2.1520 -0.099 0.120 -0.023 -0.78
C 4.8400 -1.7839 -0.8549 -0.112 0.072 0.061 -1.12
C 3.7212 -1.2506 -0.2329 0.013 -0.043 -0.072 -0.63
C 2.8587 -0.3152 -0.8667 -0.253 -0.168 -0.036 1.47
O 1.7397 0.0495 -0.3429 0.570 0.166 -0.113 -0.47
H 5.6646 1.2563 -0.1938 -0.014 -0.036 -0.015 0.29
H 4.4580 1.1594 1.1020 -0.003 0.022 -0.017 0.39
H 5.3613 2.6801 0.8401 0.015 0.049 -0.018 0.37
H 3.4510 3.2583 1.7995 0.014 -0.025 -0.007 0.33
H 1.3640 4.4192 2.4316 0.005 -0.010 -0.034 0.40
H -0.4708 4.6057 0.7616 -0.048 -0.026 0.011 0.52
H -0.2535 3.4877 -1.4297 0.013 0.000 0.052 0.18
H 1.0255 2.4913 -2.9456 -0.028 -0.028 -0.076 0.36
H 2.8289 1.3135 -3.9370 0.017 0.036 0.014 0.19
H 4.6902 -0.0723 -3.7691 0.005 -0.027 0.018 0.26
H 6.0446 -1.8235 -2.6515 -0.024 0.023 -0.013 0.32
H 5.4344 -2.5318 -0.3391 -0.039 0.021 0.007 0.38
H 3.4301 -1.5981 0.7529 -0.003 -0.029 -0.042 0.45
C 0.9003 0.0363 2.8465 0.058 -0.186 -0.142 -0.27
H 0.2553 -0.8426 2.6985 0.166 0.066 0.097 0.12
H 1.5245 -0.1136 3.7289 -0.006 0.025 -0.062 0.17
H 1.5278 0.1065 1.9443 -0.108 0.071 0.121 -0.06
C -1.5424 0.5501 -1.8546 -0.057 -0.088 -0.025 -0.14
N -2.6418 1.3475 -2.4477 -0.057 -0.087 -0.006 0.16
C -3.2071 0.5691 -3.5582 0.034 -0.053 0.122 -0.74
N -3.7059 -0.7496 -3.1488 0.020 0.072 0.074 0.04
C -2.5716 -1.4829 -2.5385 -0.093 0.198 -0.015 -0.93
N -2.0111 -0.7542 -1.4076 -0.042 -0.043 0.221 0.97
C -3.0545 -0.5691 -0.4002 0.030 0.129 -0.129 -0.44
N -4.2005 0.1935 -0.9477 0.044 0.057 -0.088 0.14
C -3.6882 1.4826 -1.4263 0.062 -0.134 -0.001 0.33
C -4.7169 -0.5423 -2.1047 0.156 0.026 0.013 -0.69
H -1.1183 1.0907 -1.0051 0.008 0.004 -0.014 -0.31
H -0.7591 0.4050 -2.6020 0.026 -0.002 0.021 0.15
H -2.4329 0.4288 -4.3152 0.021 -0.006 -0.012 0.34
H -4.0318 1.1360 -3.9987 -0.051 0.033 -0.020 0.38
H -1.7932 -1.6296 -3.2845 0.000 0.002 -0.006 0.43
H -2.9155 -2.4596 -2.1934 0.001 -0.006 0.009 0.09
H -2.6392 -0.0363 0.4555 -0.001 -0.022 -0.013 -0.51
H -3.4044 -1.5448 -0.0602 0.006 0.016 -0.017 0.44
H -3.2702 2.0256 -0.5775 0.027 0.010 0.003 -0.69
H -4.5167 2.0611 -1.8445 -0.045 0.019 -0.026 0.45
H -5.5564 0.0131 -2.5314 -0.051 0.039 -0.031 0.33
H -5.0735 -1.5172 -1.7674 -0.011 -0.020 0.009 0.36
O -0.0287 2.1415 4.0832 -0.098 0.061 -0.131 -0.79
B -0.0226 1.2516 2.9835 -0.281 0.308 0.022 0.60
O -1.0637 1.6106 2.1021 -0.004 0.039 0.255 0.41
C -1.6878 2.6854 2.6690 0.153 -0.300 -0.320 0.47
C -2.7625 3.3999 2.2001 -0.143 0.190 -0.022 -0.58
C -3.1955 4.4814 2.9756 0.077 -0.079 -0.015 -0.83
C -2.5579 4.8148 4.1649 0.062 -0.095 -0.004 -0.52
C -1.4626 4.0755 4.6283 -0.112 0.173 0.042 -1.00
C -1.0571 3.0143 3.8571 0.288 -0.140 0.197 0.61
H -3.2399 3.1473 1.2630 -0.004 -0.030 0.049 0.31
H -4.0395 5.0702 2.6365 0.022 -0.017 0.017 0.41
H -2.9152 5.6560 4.7454 0.011 0.011 -0.003 0.37
H -0.9476 4.3249 5.5480 -0.042 -0.015 -0.030 0.45
```
Positions in Å, forces in eV/Å.

Its highest occupied orbital energy (alpha / beta) is -2.115 / -0.501 eV. The total charge is -2. For the frontier orbital gap (alpha / beta), the calculation gives 5.97 / 4.36 eV. Its energy above the lowest of the compared OMol25 structures with the same formula, charge and spin is 0.0 kcal/mol. For the calculated total energy, the calculation gives -102133.018 eV.



> The lowest calculated total energy belongs to which entry?

C22H41As2N3OS2Ti



> Which value of calculated total energy does entry 1 give?

-196460.439 eV



> What is the calculated total energy in the second record?

-87530.269 eV